Here is 10 unconnected molecules or ions with the total composition C28H29BBr2Cl27F13IO3 at a distorted geometry from the OMol25 dataset. Energies are from the ωB97M-V functional and the def2-TZVPD basis.

Values from the calculation:
Orbital gap in eV: 5.34
Net charge: -1
DFT total energy in Eh: -20503.39098
E_LUMO in eV: 0.516

The geometry in XYZ format:
```
104
C28H29BBr2Cl27F13IO3 the ωB97M-V functional and the def2-TZVPD basis
C -4.095 -5.000 -1.801
C -2.635 -4.299 -2.220
C -1.714 -4.356 -0.830
I -0.713 -6.342 -0.891
C -0.622 -3.138 -0.724
C 0.071 -2.973 -2.197
C 1.690 -2.255 -1.964
C 2.415 -1.670 -3.421
O 1.790 -0.725 -2.221
O 0.334 -3.679 0.298
B -0.163 -3.464 1.704
O -1.249 -2.456 1.440
C -1.168 -1.809 0.088
C -0.077 -0.582 0.403
C -0.401 0.153 1.827
C 0.171 1.724 1.926
F -1.097 2.545 1.920
F 0.889 2.101 0.685
C 1.036 1.835 3.303
F 2.100 0.794 3.236
F 0.112 1.362 4.404
C 1.534 3.316 3.759
F 0.488 4.387 3.518
F 1.586 3.269 5.272
C 2.881 3.907 3.084
F 3.054 5.301 3.648
F 2.778 4.142 1.594
C 4.292 3.148 3.332
F 4.587 2.034 2.352
F 5.350 4.178 2.982
C 4.647 2.725 4.873
F 4.503 3.842 5.865
F 6.119 2.386 4.883
F 3.952 1.527 5.385
C -2.746 -1.408 -0.150
Br -4.083 -1.841 1.330
C -3.326 -0.776 -1.364
C -4.955 -0.450 -1.559
Br -2.204 -0.218 -2.900
H -4.566 -5.627 -2.672
H -3.872 -5.773 -0.918
H -4.817 -4.194 -1.337
H -2.152 -5.012 -3.019
H -2.782 -3.210 -2.630
H -2.510 -4.374 0.055
H 0.362 -4.007 -2.661
H -0.415 -2.316 -2.935
H 2.438 -2.800 -1.115
H 3.365 -2.320 -3.094
H 3.071 -0.733 -3.566
H 0.686 -3.097 2.447
H -0.692 -4.499 1.911
H 1.038 -0.999 0.463
H -0.115 0.104 -0.544
H -1.588 0.154 1.938
H -0.007 -0.534 2.689
H -5.243 0.402 -0.811
H -5.179 -0.075 -2.662
H -5.550 -1.451 -1.425
C -6.836 -2.469 -4.463
Cl -5.302 -1.980 -5.203
Cl -6.622 -3.944 -3.505
Cl -7.486 -1.164 -3.458
H -7.552 -2.679 -5.262
C 5.339 6.095 0.314
Cl 6.987 6.397 -0.263
Cl 4.746 7.476 1.253
Cl 4.256 5.756 -1.046
H 5.358 5.218 0.966
C 1.702 -6.337 -4.649
Cl 2.931 -6.439 -5.921
Cl 2.284 -5.349 -3.299
Cl 0.190 -5.678 -5.296
H 1.506 -7.347 -4.278
C -6.535 -4.441 -8.382
Cl -5.002 -3.951 -9.122
Cl -6.321 -5.916 -7.424
Cl -7.186 -3.135 -7.376
H -7.252 -4.650 -9.180
C 4.920 11.071 3.045
Cl 3.949 9.593 3.167
Cl 6.312 10.992 4.139
Cl 5.454 11.329 1.376
H 4.297 11.918 3.342
C -4.625 3.236 -3.161
Cl -4.599 3.465 -1.404
Cl -2.998 2.878 -3.766
Cl -5.751 1.941 -3.603
H -4.968 4.164 -3.624
C 5.650 -5.509 -0.604
Cl 4.657 -4.044 -0.508
Cl 4.682 -6.881 -1.169
Cl 7.041 -5.248 -1.669
H 6.021 -5.739 0.398
C -6.125 1.099 4.070
Cl -7.194 0.843 2.680
Cl -6.290 -0.227 5.234
Cl -4.442 1.255 3.540
H -6.419 2.029 4.563
C 6.847 5.878 7.628
Cl 8.381 6.367 6.888
Cl 7.061 4.403 8.586
Cl 6.197 7.184 8.634
H 6.131 5.669 6.830
```

***

Here is a molecular structure, C28H29BHfN6Si at a distorted geometry from the OMol25 dataset. Energies are from the ωB97M-V functional and the def2-TZVPD basis.

Values from the calculation:
Orbital gap in eV: 5.83
Net charge: +2
DFT total energy in Eh: -1774.80394
E_LUMO in eV: -7.414

The geometry in XYZ format:
```
66
C28H29BHfN6Si the ωB97M-V functional and the def2-TZVPD basis
H -0.714 -0.912 3.199
N 0.422 -1.313 1.439
B 2.081 -2.398 -0.227
N 1.193 -2.409 1.047
C 1.145 -3.355 1.995
Hf 0.287 0.277 -0.011
H 1.649 -4.293 1.824
C 0.409 -2.862 3.071
H 0.260 -3.356 4.013
C -0.057 -1.605 2.683
H 2.738 -3.396 -0.294
C 0.390 3.114 -1.294
H -0.273 3.971 -1.119
H -0.087 2.450 -2.032
H 1.361 3.442 -1.693
N 2.948 -1.074 -0.147
N 1.166 -2.252 -1.478
N 2.400 0.214 -0.046
N 0.329 -1.144 -1.593
C 4.277 -0.969 -0.125
C 1.123 -2.958 -2.614
H 4.876 -1.865 -0.189
H 1.673 -3.888 -2.685
C 4.633 0.374 -0.019
C 0.309 -2.287 -3.525
C 3.444 1.100 0.019
C -0.197 -1.170 -2.858
H 5.627 0.771 0.025
H 0.132 -2.564 -4.548
H 3.271 2.168 0.086
H -0.879 -0.399 -3.186
H 0.575 2.617 -0.307
C -4.160 -0.701 4.698
C -3.875 -1.580 3.646
C -3.280 -1.101 2.475
C -2.991 0.268 2.329
C -3.287 1.141 3.384
C -3.861 0.658 4.566
Si -2.306 0.887 0.698
C -3.613 0.289 -0.501
C -3.345 -0.633 -1.525
C -4.374 -1.055 -2.374
C -5.679 -0.586 -2.189
C -5.954 0.308 -1.150
C -4.927 0.736 -0.302
C -2.352 2.766 0.723
C -3.120 3.480 -0.206
C -3.259 4.867 -0.088
C -2.563 5.563 0.905
C -1.724 4.867 1.780
C -1.609 3.477 1.685
H -4.609 -1.076 5.620
H -4.103 -2.643 3.743
H -3.043 -1.797 1.666
H -3.066 2.203 3.281
H -4.069 1.351 5.382
H -2.334 -1.030 -1.656
H -4.159 -1.756 -3.186
H -6.480 -0.917 -2.853
H -6.964 0.677 -0.990
H -5.152 1.416 0.525
H -3.607 2.946 -1.025
H -3.909 5.401 -0.781
H -2.670 6.646 0.995
H -1.159 5.405 2.543
H -0.932 2.944 2.360
```

***

Here is a molecular structure, C28H29BMgN7P at a distorted geometry from the OMol25 dataset. Energies are from the ωB97M-V functional and the def2-TZVPD basis.

Values from the calculation:
Orbital gap in eV: 7.80
DFT total energy in Eh: -2034.10860
E_LUMO in eV: 0.634

The geometry in XYZ format:
```
67
C28H29BMgN7P the ωB97M-V functional and the def2-TZVPD basis
H -0.064 3.040 -0.622
N 0.138 1.620 -2.240
B 0.712 0.663 -4.582
N 0.527 1.816 -3.549
C 0.696 3.126 -3.792
Mg -0.210 -0.467 -1.577
H 0.988 3.468 -4.775
C 0.459 3.822 -2.618
H 0.509 4.881 -2.455
C 0.135 2.845 -1.666
H 1.205 1.068 -5.602
C -2.201 -2.986 0.137
H -2.546 -3.325 1.110
H -1.198 -3.361 -0.048
H -2.891 -3.389 -0.600
N -0.695 0.091 -4.832
N 1.578 -0.479 -3.971
N -1.464 -0.425 -3.804
N 1.392 -0.981 -2.695
C -1.339 0.027 -6.016
C 2.594 -1.124 -4.569
H -0.877 0.371 -6.929
H 2.853 -0.892 -5.591
C -2.591 -0.542 -5.784
C 3.140 -2.027 -3.659
C -2.620 -0.804 -4.389
C 2.375 -1.883 -2.486
H -3.362 -0.720 -6.496
H 3.961 -2.692 -3.818
H -3.453 -1.246 -3.877
H 2.521 -2.385 -1.544
H -2.145 -1.899 0.097
N -0.048 -0.684 0.479
P 0.044 -0.144 1.965
C 1.618 0.756 2.243
C 2.597 0.335 3.163
C 3.865 0.919 3.201
C 4.204 1.930 2.303
C 3.253 2.345 1.365
C 1.984 1.760 1.337
C -1.482 0.821 2.286
C -2.377 0.547 3.333
C -3.620 1.178 3.411
C -4.016 2.075 2.420
C -3.157 2.327 1.345
C -1.912 1.698 1.281
C 0.036 -1.329 3.344
C -0.015 -2.695 3.060
C -0.067 -3.653 4.084
C -0.031 -3.246 5.428
C 0.051 -1.878 5.730
C 0.087 -0.937 4.694
H 2.398 -0.492 3.829
H 4.611 0.581 3.916
H 5.190 2.395 2.317
H 3.510 3.113 0.631
H 1.303 2.037 0.542
H -2.134 -0.193 4.079
H -4.301 0.964 4.229
H -4.980 2.580 2.465
H -3.460 3.003 0.541
H -1.312 1.829 0.388
H -0.013 -3.001 2.022
H -0.129 -4.722 3.847
H -0.062 -3.991 6.235
H 0.086 -1.556 6.777
H 0.152 0.115 4.954
```

***

Here is a molecular structure, C28H29BN10O2PdS3 at a distorted geometry from the OMol25 dataset. Energies are from the ωB97M-V functional and the def2-TZVPD basis.

Values from the calculation:
Orbital gap (spin up / spin down) in eV: 8.28 / 5.50
2S+1: 5
Net charge: +2
⟨S²⟩: 6.04
Energy relative to the best compared isomer or geometry (same formula, charge and spin) in eV: 0.719
DFT total energy in Eh: -3129.26168
E_LUMO (spin up / spin down) in eV: -5.175 / -8.249

The geometry in XYZ format:
```
74
C28H29BN10O2PdS3 the ωB97M-V functional and the def2-TZVPD basis
Pd -0.088 -0.369 -0.088
O -1.662 7.011 -3.055
C -1.653 6.482 -4.098
O -1.648 5.944 -5.134
C -0.585 4.007 -2.635
C -0.404 2.832 -3.303
C -0.193 1.729 -2.483
N -0.113 1.830 -1.155
C -0.228 3.015 -0.551
C -0.518 4.170 -1.284
C 0.006 3.074 0.923
C 0.079 4.287 1.594
C 0.342 4.298 2.954
C 0.527 3.093 3.602
C 0.442 1.931 2.852
N 0.192 1.911 1.548
C 0.059 0.389 -3.069
C -0.282 0.079 -4.374
C 0.133 -1.131 -4.905
C 0.909 -1.974 -4.126
C 1.163 -1.613 -2.815
N 0.713 -0.476 -2.280
H -0.399 2.758 -4.384
H -0.673 5.132 -0.817
H -0.046 5.223 1.069
H 0.417 5.235 3.490
H 0.747 3.044 4.660
H 0.588 0.969 3.330
H -0.856 0.776 -4.970
H -0.126 -1.404 -5.921
H 1.303 -2.902 -4.521
H 1.754 -2.243 -2.169
C 2.268 -3.640 3.032
N 0.804 -3.606 3.020
C -0.022 -4.589 3.446
C -1.304 -4.145 3.255
N -1.259 -2.901 2.714
B -2.618 -2.226 2.253
N -2.647 -0.669 2.418
C -2.926 -0.041 3.609
C -3.233 1.251 3.350
N -3.129 1.417 1.992
C -3.423 2.654 1.273
C -2.794 0.232 1.428
S -2.532 -0.003 -0.260
C 0.045 -2.570 2.558
S 0.756 -1.131 2.002
H 2.588 -4.630 3.340
H 2.660 -2.906 3.730
H 2.639 -3.423 2.034
H 0.342 -5.512 3.870
H -2.243 -4.628 3.478
H -2.792 -2.500 1.102
H -3.473 -2.670 2.973
H -2.895 -0.565 4.552
H -3.511 2.056 4.012
H -3.148 3.501 1.896
H -4.484 2.711 1.038
H -2.856 2.672 0.349
C 1.745 -6.681 0.379
C 2.078 -5.486 -0.529
C 0.925 -4.550 -0.709
N 0.844 -3.360 -0.235
N -0.332 -2.698 -0.556
C -1.141 -3.436 -1.287
N -2.329 -3.051 -1.773
S -0.488 -5.005 -1.632
H 2.567 -7.397 0.380
H 0.850 -7.202 0.036
H 1.576 -6.354 1.406
H 2.389 -5.858 -1.507
H 2.910 -4.913 -0.121
H -2.746 -2.212 -1.398
H -2.926 -3.723 -2.223
```

***

Here is a molecular structure, C28H29BrCl3N4O3S2Tl at a distorted geometry from the OMol25 dataset. Energies are from the ωB97M-V functional and the def2-TZVPD basis.

Values from the calculation:
Orbital gap (spin up / spin down) in eV: 4.74 / 7.44
2S+1: 2
Net charge: -1
⟨S²⟩: 0.76
DFT total energy in Eh: -6452.54171
E_LUMO (spin up / spin down) in eV: 1.932 / 1.931

The geometry in XYZ format:
```
71
C28H29BrCl3N4O3S2Tl the ωB97M-V functional and the def2-TZVPD basis
Tl -1.166 -1.057 -2.707
N -1.382 -3.139 -0.112
C -1.684 -4.514 0.317
C -0.851 -5.539 -0.470
C -1.453 -5.886 -1.867
C -1.716 -4.629 -2.708
N -2.106 -4.928 -4.113
H -0.358 -2.986 -0.184
H -1.597 -2.496 0.633
H -2.733 -4.692 0.195
H -1.449 -4.649 1.380
H -0.722 -6.373 0.162
H 0.155 -5.060 -0.636
H -2.323 -6.550 -1.797
H -0.722 -6.521 -2.460
H -0.789 -4.026 -2.646
H -2.389 -3.945 -2.233
H -1.212 -4.929 -4.587
H -2.760 -4.223 -4.512
S 2.272 -2.166 -1.713
C 1.042 -1.255 -1.389
Br 3.335 3.036 -2.370
C 1.765 3.183 -3.455
C 1.220 4.422 -3.678
C 0.115 4.529 -4.481
C -0.451 3.414 -5.082
C 0.069 2.171 -4.728
C 1.267 2.056 -4.050
C -0.654 0.929 -5.184
O -1.676 1.101 -5.864
O -0.166 -0.164 -4.730
H 1.549 5.324 -3.122
H -0.280 5.518 -4.728
H -1.329 3.462 -5.718
H 1.723 1.107 -3.830
Cl 5.265 -0.589 6.136
C 4.074 0.145 5.088
C 3.214 -0.659 4.415
C 2.280 -0.166 3.550
C 2.116 1.199 3.420
C 0.993 1.607 2.406
C 1.448 2.064 0.996
N 0.289 2.444 0.178
C -0.170 3.722 -0.066
C -1.311 3.580 -0.759
N -1.626 2.265 -1.001
C -0.604 1.625 -0.413
O 0.131 2.568 2.975
C -0.692 2.149 3.990
C -1.614 1.030 3.496
C -1.745 -0.163 4.201
Cl -1.077 -0.564 5.675
S -2.792 -1.242 3.353
C -2.997 -0.161 2.056
C -2.351 1.022 2.266
C 2.980 2.044 4.105
Cl 2.816 3.766 3.917
C 3.996 1.546 4.965
H 3.340 -1.741 4.578
H 1.615 -0.863 3.013
H 0.416 0.645 2.322
H 1.958 1.255 0.438
H 2.100 2.933 1.032
H 0.326 4.573 0.376
H -1.811 4.369 -1.300
H -0.335 0.613 -0.359
H -1.367 2.988 4.255
H -0.078 1.867 4.859
H -3.678 -0.449 1.289
H -2.373 1.865 1.592
H 4.722 2.188 5.422
```

***

Here is a molecular structure, C28H29BrGeN3O4Pt at a distorted geometry from the OMol25 dataset. Energies are from the ωB97M-V functional and the def2-TZVPD basis.

Values from the calculation:
Orbital gap (spin up / spin down) in eV: 6.38 / 6.38
Net charge: -1
Energy relative to the best compared isomer or geometry (same formula, charge and spin) in eV: 0.000
DFT total energy in Eh: -6319.88429
E_LUMO (spin up / spin down) in eV: 1.747 / 1.747

The geometry in XYZ format:
```
67
C28H29BrGeN3O4Pt the ωB97M-V functional and the def2-TZVPD basis
Pt -0.931 0.090 -0.148
C 0.659 -6.919 2.531
O -0.200 -5.874 2.134
C 0.325 -4.904 1.323
C 1.642 -4.928 0.853
C 2.054 -3.873 0.062
C 1.226 -2.814 -0.318
C 1.790 -1.751 -1.176
C 3.301 -1.672 -1.339
O 1.101 -0.936 -1.758
C -0.127 -2.810 0.149
O -1.051 -1.943 -0.148
C -0.524 -3.873 0.987
H 0.072 -7.565 3.180
H 1.523 -6.540 3.084
H 1.012 -7.500 1.673
H 2.323 -5.733 1.083
H 3.072 -3.892 -0.302
H 3.809 -1.655 -0.374
H 3.524 -0.763 -1.892
H 3.675 -2.529 -1.903
H -1.537 -3.866 1.367
Br -6.462 5.281 3.222
C -4.580 5.489 3.331
C -4.024 6.754 3.234
C -2.651 6.895 3.334
C -1.810 5.791 3.493
C -2.400 4.525 3.592
C -3.775 4.378 3.523
N -0.441 6.116 3.653
N 0.505 5.275 3.616
C 0.517 4.119 2.862
C 1.439 3.165 3.317
C 1.513 1.880 2.836
C 0.640 1.452 1.809
O 0.606 0.273 1.361
C -0.207 2.486 1.206
N -0.917 2.079 0.109
C -1.586 2.975 -0.591
C -1.595 4.328 -0.232
C -0.950 4.742 0.898
C -0.239 3.803 1.681
H -4.658 7.619 3.090
H -2.196 7.877 3.289
H -1.790 3.646 3.742
H -4.218 3.395 3.612
H 2.079 3.480 4.134
H 2.215 1.161 3.234
H -2.120 2.608 -1.454
H -2.123 5.032 -0.861
H -0.958 5.785 1.179
C -3.703 -3.017 -1.344
Ge -2.807 -1.637 -2.403
C -1.296 -2.420 -3.369
C -4.126 -1.190 -3.818
C -2.400 0.063 -1.547
H -4.265 -3.678 -2.008
H -4.397 -2.571 -0.628
H -2.972 -3.601 -0.786
H -1.657 -2.995 -4.226
H -0.717 -3.074 -2.717
H -0.628 -1.633 -3.720
H -4.368 -2.079 -4.408
H -3.727 -0.432 -4.496
H -5.053 -0.805 -3.387
H -3.338 0.442 -1.117
H -2.129 0.732 -2.376
```